Record 1
Molecular formula: C19H33BaN4O8Sb
Method: DFT, ωB97M-V/def2-TZVPD

```
! wB97M-V def2-TZVPD RIJCOSX def2/J DEFGRID3
* xyz -2 1
Ba -0.150 0.196 0.113
O 4.187 -1.725 -0.855
C 3.191 -0.993 -0.773
O 2.324 -0.973 0.148
C 2.959 0.031 -1.904
N 1.621 -0.019 -2.503
C 1.414 -1.275 -3.218
C 0.920 -2.440 -2.368
N -0.336 -2.225 -1.643
C -1.436 -1.953 -2.561
C -2.765 -1.582 -1.899
N -2.788 -0.286 -1.221
C -3.224 0.809 -2.082
C -2.283 1.171 -3.218
N -0.944 1.539 -2.774
C 0.031 1.388 -3.848
C 1.462 1.133 -3.387
C -0.948 2.910 -2.246
C 0.390 3.326 -1.593
O 0.944 4.344 -2.030
O 0.783 2.560 -0.669
C -3.674 -0.313 -0.047
C -3.559 0.973 0.811
O -4.609 1.420 1.290
O -2.385 1.427 0.947
C -0.610 -3.406 -0.822
C -1.428 -3.180 0.469
O -2.192 -4.093 0.806
O -1.185 -2.102 1.085
H 3.732 -0.111 -2.675
H 3.079 1.022 -1.460
H 2.356 -1.604 -3.691
H 0.714 -1.104 -4.036
H 1.679 -2.693 -1.630
H 0.824 -3.311 -3.047
H -1.620 -2.839 -3.201
H -1.129 -1.142 -3.215
H -3.029 -2.355 -1.176
H -3.543 -1.620 -2.682
H -3.369 1.681 -1.445
H -4.211 0.574 -2.524
H -2.752 1.992 -3.791
H -2.210 0.330 -3.910
H 0.048 2.282 -4.495
H -0.294 0.560 -4.483
H 1.843 2.007 -2.865
H 2.081 1.015 -4.299
H -1.714 2.978 -1.470
H -1.190 3.622 -3.051
H -3.377 -1.152 0.586
H -4.724 -0.445 -0.345
H 0.350 -3.797 -0.475
H -1.092 -4.199 -1.414
C 2.944 -1.445 4.289
Sb 1.158 -1.555 3.062
C -0.060 -2.437 4.609
C 1.693 -3.439 2.209
H 3.096 -2.387 4.820
H 2.866 -0.633 5.013
H 3.801 -1.258 3.641
H 0.462 -3.275 5.075
H -0.977 -2.792 4.139
H -0.315 -1.700 5.372
H 2.208 -4.046 2.956
H 2.342 -3.251 1.355
H 0.781 -3.944 1.893
*
```

Output
Molar mass   704.58 g/mol
Energy relative to the best compared isomer or geometry (same formula, charge and spin)   0.0 kcal per mole
Frontier orbital gap   7.5335 eV
Lowest unoccupied orbital energy   0.152 Ha
Maximum force   0.390 eV Å⁻¹

***

Record 2
Molecular formula: C43H65Cl2F3O18
Method: DFT, ωB97M-V/def2-TZVPD

```
! wB97M-V def2-TZVPD RIJCOSX def2/J DEFGRID3
* xyz 0 1
C 0.122 -0.813 -10.894
C 0.752 0.102 -9.865
O -0.169 0.345 -8.804
C 0.053 -0.167 -7.613
O 1.044 -0.774 -7.276
O -0.983 0.106 -6.829
C -0.929 -0.382 -5.490
H -0.372 -1.678 -10.452
H 0.886 -1.155 -11.592
H -0.635 -0.289 -11.480
H 0.990 1.041 -10.364
H 1.686 -0.293 -9.469
H 0.067 -0.363 -5.064
H -1.444 -1.342 -5.450
H -1.596 0.263 -4.919
C -4.671 6.246 0.613
C -4.363 5.214 1.709
O -3.262 4.404 1.291
C -2.039 4.704 1.629
O -1.686 5.653 2.295
O -1.218 3.754 1.148
C 0.174 3.872 1.351
H -4.146 7.185 0.779
H -5.726 6.517 0.676
H -4.414 5.796 -0.341
H -5.186 4.514 1.835
H -4.206 5.699 2.670
H 0.688 3.120 0.758
H 0.393 3.742 2.414
H 0.607 4.853 1.133
C 0.928 -3.351 -0.126
C 2.120 -2.764 0.619
O 3.190 -3.716 0.620
C 4.414 -3.281 0.862
O 4.737 -2.186 1.237
O 5.238 -4.289 0.624
C 6.643 -4.169 0.809
H -0.023 -2.890 0.133
H 0.876 -4.417 0.094
H 1.097 -3.167 -1.187
H 1.855 -2.383 1.609
H 2.541 -1.879 0.129
H 6.819 -4.232 1.883
H 7.026 -3.224 0.428
H 7.109 -4.999 0.291
C 3.421 1.001 0.985
C 3.328 0.941 -0.528
O 3.650 2.258 -1.039
C 4.948 2.543 -1.151
O 5.828 1.740 -1.107
O 5.191 3.832 -1.346
C 4.113 4.747 -1.399
H 4.460 1.018 1.313
H 3.026 0.059 1.375
H 2.837 1.828 1.384
H 2.313 0.690 -0.824
H 4.032 0.220 -0.942
H 3.447 4.523 -2.234
H 4.472 5.757 -1.576
H 3.510 4.741 -0.491
C -1.741 -0.254 -1.500
C -0.698 0.761 -1.074
O 0.048 0.341 0.084
C -0.408 0.328 1.323
O 0.307 0.232 2.282
O -1.734 0.474 1.361
C -2.343 0.783 2.594
H -2.537 -0.316 -0.768
H -1.249 -1.212 -1.671
H -2.092 0.074 -2.482
H -1.127 1.744 -0.867
H 0.077 0.900 -1.827
H -1.858 1.619 3.099
H -2.330 -0.009 3.346
H -3.393 0.957 2.379
C -3.772 -2.811 0.089
C -3.235 -4.105 -0.508
O -2.164 -3.704 -1.373
C -1.485 -4.673 -1.970
O -1.547 -5.847 -1.774
O -0.804 -4.104 -2.969
C -0.318 -4.917 -4.016
H -3.067 -2.303 0.743
H -4.702 -3.032 0.616
H -4.048 -2.128 -0.715
H -3.975 -4.559 -1.171
H -2.900 -4.793 0.268
H 0.361 -5.704 -3.694
H 0.216 -4.284 -4.722
H -1.158 -5.340 -4.570
F 1.671 -3.849 5.844
C 2.302 -2.749 5.395
C 3.583 -2.916 4.896
C 4.214 -1.863 4.257
C 3.582 -0.632 4.129
C 2.288 -0.482 4.622
C 1.667 -1.536 5.292
H 4.061 -3.886 4.948
H 5.189 -1.983 3.805
H 4.133 0.216 3.747
H 1.702 0.406 4.431
H 0.654 -1.395 5.649
F -4.275 -1.515 3.706
C -3.802 -1.925 4.900
C -4.667 -1.889 5.982
C -4.161 -2.255 7.219
C -2.848 -2.722 7.362
C -1.969 -2.641 6.311
C -2.479 -2.281 5.060
H -5.685 -1.563 5.820
H -4.837 -2.320 8.062
H -2.535 -2.973 8.368
H -0.915 -2.880 6.278
H -1.843 -2.332 4.183
F -2.599 4.574 -2.000
C -1.637 4.065 -2.784
C -1.982 3.471 -3.982
C -0.991 2.965 -4.816
C 0.332 2.897 -4.392
C 0.666 3.450 -3.152
C -0.316 4.051 -2.364
H -3.013 3.439 -4.307
H -1.291 2.468 -5.729
H 1.112 2.458 -4.999
H 1.692 3.476 -2.811
H 0.027 4.515 -1.449
Cl -0.198 1.673 8.619
C -1.535 1.441 7.487
Cl -0.914 1.343 5.820
H -2.005 0.496 7.737
H -2.267 2.240 7.500
*
```

Output
Molar mass   997.87 g/mol
Energy relative to the best compared isomer or geometry (same formula, charge and spin)   0.0 kcal per mole
Frontier orbital gap   9.2749 eV
Lowest unoccupied orbital energy   0.016 Ha
Maximum force   1.803 eV Å⁻¹

***

Record 3
Molecular formula: C9H13NO2
Method: DFT, ωB97M-V/def2-TZVPD

```
! wB97M-V def2-TZVPD RIJCOSX def2/J DEFGRID3
* xyz 0 1
C 2.325 -0.570 -1.227
C 1.147 -1.262 -0.449
C -0.078 -0.573 -0.423
C -1.109 -1.029 0.345
C -0.876 -2.181 1.138
O -1.874 -2.835 1.834
C 0.358 -2.781 1.226
C 1.431 -2.286 0.386
H 2.973 -0.074 -0.476
H 1.872 0.212 -1.830
H 3.016 -1.286 -1.671
H -0.336 0.280 -1.053
H -1.998 -0.408 0.512
H -2.334 -2.178 2.380
H 0.533 -3.768 1.658
H 2.363 -2.847 0.410
C 0.787 3.648 0.042
C -0.335 2.933 -0.754
N -1.623 3.084 -0.361
O -0.034 2.244 -1.705
H 0.600 3.810 1.121
H 0.944 4.634 -0.366
H 1.689 3.091 -0.144
H -2.375 2.578 -0.833
H -1.945 3.740 0.334
*
```

Output
Molar mass   167.21 g/mol
Energy relative to the best compared isomer or geometry (same formula, charge and spin)   21.0 kcal per mole
Frontier orbital gap   8.9790 eV
Lowest unoccupied orbital energy   0.023 Ha
Maximum force   3.637 eV Å⁻¹

***

Record 4
Molecular formula: C34H37EuN4O2S2
Method: DFT, ωB97M-V/def2-TZVPD

```
! wB97M-V def2-TZVPD RIJCOSX def2/J DEFGRID3
* xyz 0 7
Eu 0.310 -0.767 -0.261
C -5.597 -1.040 -1.970
S -4.977 0.100 -0.714
C -3.375 -0.559 -0.314
S -2.469 -1.445 -1.447
N -3.066 -0.241 0.922
N -1.774 -0.549 1.280
C -1.595 -0.629 2.535
C -0.257 -0.924 3.063
C 0.092 -0.591 4.359
C 1.375 -0.882 4.800
C 2.256 -1.521 3.945
C 1.823 -1.829 2.666
N 0.603 -1.525 2.224
H -6.342 -0.499 -2.550
H -6.054 -1.904 -1.494
H -4.779 -1.348 -2.615
H -2.432 -0.486 3.215
H -0.630 -0.093 4.995
H 1.679 -0.617 5.804
H 3.263 -1.768 4.249
H 2.476 -2.328 1.959
C -3.146 3.439 -0.716
C -1.675 3.710 -1.010
C -1.522 4.951 -1.900
C -0.952 2.546 -1.657
C -1.579 1.656 -2.520
C -0.848 0.696 -3.215
C 0.530 0.589 -3.075
C 1.338 -0.411 -3.869
C 1.160 1.479 -2.196
C 0.429 2.422 -1.489
H -3.558 4.246 -0.105
H -3.292 2.497 -0.181
H -3.736 3.392 -1.635
H -1.170 3.921 -0.064
H -2.005 4.785 -2.866
H -0.471 5.182 -2.081
H -1.987 5.820 -1.429
H -2.651 1.705 -2.669
H -1.365 0.035 -3.899
H 2.260 0.045 -4.231
H 0.767 -0.776 -4.723
H 1.613 -1.277 -3.264
H 2.240 1.481 -2.131
H 0.947 3.127 -0.847
O 4.169 -0.066 1.251
C 3.055 0.238 0.880
O 2.421 -0.191 -0.161
C 2.258 1.234 1.725
C 2.946 1.956 2.724
C 2.255 2.842 3.485
C 0.870 3.022 3.258
C 0.091 3.935 4.009
C -1.246 4.069 3.768
C -1.859 3.305 2.750
C -1.125 2.433 1.997
C 0.258 2.256 2.242
N 0.972 1.357 1.484
H 4.001 1.763 2.850
H 2.743 3.417 4.264
H 0.581 4.530 4.770
H -1.835 4.772 4.344
H -2.918 3.418 2.553
H -1.594 1.875 1.200
C 1.093 -5.862 -3.054
C 2.051 -5.158 -2.085
C 3.365 -4.827 -2.808
C 2.343 -6.077 -0.891
C 1.438 -3.910 -1.600
C 0.925 -2.877 -1.197
H 1.555 -6.775 -3.440
H 0.850 -5.212 -3.896
H 0.162 -6.127 -2.550
H 3.846 -5.746 -3.156
H 4.050 -4.302 -2.141
H 3.176 -4.187 -3.672
H 2.804 -7.006 -1.235
H 1.420 -6.321 -0.361
H 3.022 -5.590 -0.188
*
```

Output
Molar mass   749.79 g/mol
Energy relative to the best compared isomer or geometry (same formula, charge and spin)   0.0 kcal per mole
Frontier orbital gap (alpha / beta)   6.9651 / 7.0554 eV
Lowest unoccupied orbital energy (alpha / beta)   -0.032 / -0.029 Ha
Maximum force   1.235 eV Å⁻¹

***

Record 5
Molecular formula: C22H27N3O6S
Method: DFT, ωB97M-V/def2-TZVPD

```
! wB97M-V def2-TZVPD RIJCOSX def2/J DEFGRID3
* xyz 0 1
C 1.698 0.651 1.669
C 1.102 -0.410 2.591
N 0.099 -1.200 1.891
C 0.580 -2.390 1.215
C 0.767 -3.558 2.183
C -1.177 -0.792 1.981
O -1.534 0.118 2.709
C -2.215 -1.465 1.052
O -1.763 -1.457 -0.295
C -1.367 -0.316 -0.861
C -1.675 0.962 -0.372
C -1.200 2.091 -1.005
C -0.403 1.979 -2.134
S 0.252 3.480 -2.865
O -0.798 4.449 -2.954
O 0.968 3.131 -4.058
N 1.268 3.937 -1.599
C 2.551 3.262 -1.658
C 3.476 4.160 -2.502
C 2.760 5.522 -2.547
C 1.577 5.357 -1.585
C -0.087 0.744 -2.644
C -0.564 -0.405 -2.020
N -0.166 -1.678 -2.559
O 0.791 -1.681 -3.305
O -0.782 -2.670 -2.236
C -2.519 -2.882 1.479
C -2.464 -3.942 0.585
C -2.752 -5.224 1.022
C -3.097 -5.454 2.343
C -3.159 -4.394 3.233
C -2.873 -3.111 2.804
H 0.922 1.335 1.332
H 2.159 0.194 0.795
H 2.455 1.218 2.203
H 1.882 -1.077 2.961
H 0.613 0.073 3.440
H -0.113 -2.690 0.433
H 1.538 -2.143 0.746
H 1.118 -4.427 1.634
H -0.177 -3.808 2.661
H 1.494 -3.320 2.956
H -3.136 -0.870 1.145
H -2.280 1.071 0.513
H -1.438 3.076 -0.638
H 2.922 3.157 -0.634
H 2.415 2.272 -2.090
H 3.578 3.750 -3.504
H 4.463 4.233 -2.050
H 2.386 5.716 -3.552
H 3.409 6.343 -2.251
H 1.852 5.630 -0.562
H 0.690 5.911 -1.884
H 0.527 0.660 -3.529
H -2.195 -3.766 -0.445
H -2.707 -6.046 0.324
H -3.320 -6.455 2.679
H -3.431 -4.566 4.264
H -2.920 -2.281 3.494
*
```

Output
Molar mass   461.54 g/mol
Energy relative to the best compared isomer or geometry (same formula, charge and spin)   98.5 kcal per mole
Frontier orbital gap   8.6532 eV
Lowest unoccupied orbital energy   -0.024 Ha
Maximum force   1.186 eV Å⁻¹

***

Record 6
Molecular formula: C2H2N3O
Method: DFT, ωB97M-V/def2-TZVPD

```
! wB97M-V def2-TZVPD RIJCOSX def2/J DEFGRID3
* xyz 1 1
C -0.450 1.256 -0.056
C -0.547 -0.169 -0.182
N -0.213 2.357 0.125
N -1.373 -1.038 -0.014
N 1.343 -0.534 -0.166
O -2.034 -1.954 0.230
H 1.753 0.242 -0.705
H 1.522 -0.160 0.768
*
```

Output
Molar mass   84.06 g/mol
Energy relative to the best compared isomer or geometry (same formula, charge and spin)   140.9 kcal per mole
Frontier orbital gap (alpha / beta)   7.5371 / 7.6142 eV
Lowest unoccupied orbital energy (alpha / beta)   -0.353 / -0.353 Ha
Maximum force   4.593 eV Å⁻¹

***

Record 7
Molecular formula: C4H10N2O
Method: DFT, ωB97M-V/def2-TZVPD

```
! wB97M-V def2-TZVPD RIJCOSX def2/J DEFGRID3
* xyz 0 1
C -0.571 -1.375 1.154
C 0.549 -0.731 0.365
N 0.678 -1.242 -1.083
N 0.836 0.117 -1.568
C 0.391 0.676 -0.289
C -0.965 1.344 -0.417
O 1.391 1.621 0.255
H -0.674 -2.436 0.901
H -1.540 -0.900 0.983
H -0.357 -1.318 2.227
H 1.512 -0.883 0.868
H -0.189 -1.634 -1.464
H 1.828 0.326 -1.714
H -1.337 1.664 0.561
H -0.898 2.229 -1.058
H -1.712 0.672 -0.854
H 1.060 1.869 1.134
*
```

Output
Molar mass   102.14 g/mol
Energy relative to the best compared isomer or geometry (same formula, charge and spin)   67.9 kcal per mole
Frontier orbital gap   9.4741 eV
Lowest unoccupied orbital energy   0.031 Ha
Maximum force   2.181 eV Å⁻¹

***

Record 8
Molecular formula: C7H12
Method: DFT, ωB97M-V/def2-TZVPD

```
! wB97M-V def2-TZVPD RIJCOSX def2/J DEFGRID3
* xyz 0 1
C 1.159 1.382 1.213
C 1.016 0.670 0.099
C 1.789 0.909 -1.172
C -0.079 -0.316 -0.092
C 0.183 -1.802 -0.301
C -1.363 0.099 -0.018
C -2.590 -0.674 0.378
H 0.622 1.077 2.102
H 1.830 2.227 1.232
H 1.334 0.505 -2.082
H 1.919 1.960 -1.445
H 2.798 0.509 -1.072
H -0.289 -2.319 0.563
H -0.532 -2.233 -1.003
H 1.215 -2.126 -0.359
H -1.357 1.189 -0.097
H -3.242 -0.678 -0.498
H -2.497 -1.674 0.789
H -3.126 -0.058 1.108
*
```

Output
Molar mass   96.17 g/mol
Energy relative to the best compared isomer or geometry (same formula, charge and spin)   39.6 kcal per mole
Frontier orbital gap   9.4639 eV
Lowest unoccupied orbital energy   0.037 Ha
Maximum force   2.291 eV Å⁻¹

***

Record 9
Molecular formula: C12H26N5O4PS
Method: DFT, ωB97M-V/def2-TZVPD

```
! wB97M-V def2-TZVPD RIJCOSX def2/J DEFGRID3
* xyz 0 1
C -3.893 1.293 -2.432
N -2.516 1.394 -2.007
C -2.200 2.712 -1.472
P -1.392 0.154 -1.658
O -1.790 0.004 -0.189
N -1.881 -1.448 -2.079
C -2.974 -1.821 -2.949
C -1.779 -2.449 -1.015
N -0.776 0.321 -3.282
C -1.342 1.022 -4.416
C 0.283 -0.611 -3.670
H -4.100 2.049 -3.200
H -4.590 1.460 -1.600
H -4.151 0.345 -2.889
H -1.387 3.170 -2.051
H -1.886 2.653 -0.427
H -3.052 3.391 -1.520
H -3.945 -1.731 -2.446
H -2.870 -2.863 -3.267
H -2.988 -1.247 -3.875
H -2.637 -2.401 -0.334
H -0.868 -2.316 -0.434
H -1.731 -3.460 -1.435
H -2.250 0.543 -4.791
H -0.633 1.059 -5.249
H -1.560 2.066 -4.190
H -0.127 -1.487 -4.182
H 0.836 -0.955 -2.794
H 1.014 -0.134 -4.329
O 4.153 2.979 5.388
C 3.560 2.285 6.158
O 2.239 1.928 6.073
C 1.787 1.807 4.715
C 2.257 0.459 4.026
C 1.341 0.278 2.776
S 1.732 -1.142 1.687
C 3.200 -1.999 2.226
N 3.902 -2.023 3.372
N 4.890 -2.911 3.165
C 4.840 -3.441 1.955
O 3.758 -2.854 1.333
H 4.108 1.916 7.067
H 2.092 2.672 4.069
H 0.668 1.866 4.753
H 2.138 -0.332 4.799
H 3.328 0.613 3.775
H 0.288 0.179 3.136
H 1.386 1.214 2.171
H 5.520 -4.204 1.540
*
```

Output
Molar mass   367.41 g/mol
Frontier orbital gap   7.3392 eV
Lowest unoccupied orbital energy   -0.025 Ha
Maximum force   7.478 eV Å⁻¹

***

Record 10
Molecular formula: C3H7ClFN
Method: DFT, ωB97M-V/def2-TZVPD

```
! wB97M-V def2-TZVPD RIJCOSX def2/J DEFGRID3
* xyz 0 1
N -1.490 -0.126 -0.454
C -0.096 -0.127 -0.377
C 0.451 1.291 -0.345
F -0.198 1.991 -1.259
C 0.618 -0.999 0.772
Cl -0.151 -2.646 0.602
H -1.953 -0.952 -0.082
H -1.865 0.590 0.107
H 0.369 -0.573 -1.315
H 0.419 1.824 0.665
H 1.594 1.348 -0.502
H 0.588 -0.488 1.755
H 1.713 -1.133 0.434
*
```

Output
Molar mass   111.55 g/mol
Energy relative to the best compared isomer or geometry (same formula, charge and spin)   24.7 kcal per mole
Frontier orbital gap   10.5219 eV
Lowest unoccupied orbital energy   0.034 Ha
Maximum force   3.809 eV Å⁻¹

***

Record 11
Molecular formula: C3H12N3
Method: DFT, ωB97M-V/def2-TZVPD

```
! wB97M-V def2-TZVPD RIJCOSX def2/J DEFGRID3
* xyz 0 2
C 0.118 0.635 -1.590
C 1.133 -0.304 -0.936
N 1.911 0.407 0.067
N -1.203 -0.016 -1.675
H 0.048 1.541 -0.979
H 0.502 1.008 -2.540
H 0.535 -1.179 -0.626
H 1.817 -0.760 -1.660
H 1.277 0.719 0.803
H 2.627 -0.164 0.501
H -1.600 0.095 -0.745
H -1.801 0.510 -2.303
C -0.911 -0.831 2.014
N -0.721 0.573 1.468
H -0.681 -1.031 3.067
H -1.769 -1.404 1.675
H -1.251 1.225 2.068
H -0.030 -1.023 1.389
*
```

Output
Molar mass   90.15 g/mol
Energy relative to the best compared isomer or geometry (same formula, charge and spin)   29.5 kcal per mole
Frontier orbital gap (alpha / beta)   9.7918 / 7.7855 eV
Lowest unoccupied orbital energy (alpha / beta)   0.037 / -0.037 Ha
Maximum force   3.411 eV Å⁻¹

***

Record 12
Molecular formula: CH4INP2
Method: DFT, ωB97M-V/def2-TZVPD

```
! wB97M-V def2-TZVPD RIJCOSX def2/J DEFGRID3
* xyz 0 1
H -0.821 2.576 -1.319
P 0.445 2.516 -0.804
N 0.511 1.411 0.310
P -0.313 0.144 1.001
C 0.558 -1.399 0.312
I -2.575 -0.011 -0.299
H 1.488 -1.335 -0.264
H -0.237 -1.961 -0.174
H 0.944 -1.941 1.237
*
```

Output
Molar mass   218.90 g/mol
Energy relative to the best compared isomer or geometry (same formula, charge and spin)   9.9 kcal per mole
Frontier orbital gap   7.6420 eV
Lowest unoccupied orbital energy   -0.044 Ha
Maximum force   2.468 eV Å⁻¹